[1]
Formula: C22H58N14O24
Source: the Open Molecules 2025 dataset
Level of theory: the ωB97M-V functional and the def2-TZVPD basis

```
! wB97M-V def2-TZVPD RIJCOSX def2/J DEFGRID3
* xyz 0 1
C -4.7764 3.2379 2.0266
O -4.7835 2.2099 2.6653
N -3.7201 3.8377 1.4066
C -3.8566 5.0242 0.6692
C -2.4201 3.2882 1.5563
H -5.7070 3.8134 1.8337
H -4.9405 5.2301 0.6347
H -3.5533 4.9567 -0.3742
H -3.2459 5.8736 1.0618
H -2.0432 3.5161 2.5381
H -2.4535 2.1813 1.4600
H -1.7956 3.5760 0.6995
C -1.8043 5.5129 -2.3873
O -1.0891 5.8100 -1.4388
N -2.1254 4.2953 -2.8457
C -2.9493 4.1391 -4.0377
C -1.7858 3.0872 -2.1129
H -2.2890 6.3070 -3.0309
H -3.9369 3.7363 -3.7786
H -2.4276 3.5290 -4.7946
H -3.1826 5.1034 -4.5039
H -2.6446 2.5740 -1.6705
H -1.1546 2.4473 -2.7462
H -1.1187 3.4003 -1.3111
C 6.1600 0.1286 -2.0828
O 6.3189 1.2577 -2.4772
N 5.8371 -0.2582 -0.7958
C 5.5463 -1.6065 -0.4313
C 5.9108 0.6500 0.3249
H 6.1705 -0.7746 -2.7096
H 6.2747 -2.0690 0.2339
H 5.4144 -2.1767 -1.3553
H 4.6441 -1.7259 0.1541
H 5.0029 0.6144 0.9329
H 6.8145 0.4424 0.9361
H 6.0879 1.6877 0.0437
C -0.1976 -1.6952 0.4518
O 0.4847 -2.5768 1.0098
N 0.3386 -0.5174 0.0925
C -0.3087 0.5063 -0.7173
C 1.7213 -0.2854 0.4708
H -1.2486 -1.8032 0.1721
H -0.4288 1.4727 -0.2143
H -1.2295 0.0464 -1.0291
H 0.2044 0.6722 -1.6381
H 2.3682 -0.9840 -0.0482
H 2.0192 0.7486 0.2983
H 1.8555 -0.5738 1.5111
C 3.0625 -3.7279 2.1017
N 3.2570 -5.0372 2.8065
O 4.4152 -5.4714 2.8226
O 2.2270 -5.6163 3.2054
H 2.2443 -3.2220 2.5865
H 2.8161 -4.0404 1.0967
H 3.9997 -3.1513 2.0533
C -4.3160 -4.4868 -1.9769
N -3.8229 -3.1354 -1.5012
O -2.6555 -2.8477 -1.7336
O -4.6435 -2.4518 -0.8871
H -4.9786 -4.2663 -2.8083
H -4.8060 -4.9770 -1.1324
H -3.4858 -5.0783 -2.4080
C -1.3890 -0.0473 -4.8908
N -2.6980 -0.0446 -4.2435
O -2.8151 0.3114 -3.0970
O -3.6691 -0.4400 -4.9212
H -1.4258 -0.8987 -5.5674
H -0.5887 -0.1647 -4.1619
H -1.2314 0.9190 -5.3839
C 2.7143 -2.5384 -3.6684
N 2.6773 -1.0499 -3.4760
O 3.6403 -0.3462 -3.7983
O 1.7604 -0.5765 -2.7934
H 3.6229 -2.7625 -4.2470
H 1.8333 -2.7749 -4.2992
H 2.7435 -3.0483 -2.6957
C -0.7582 -3.6911 4.2762
N -0.8191 -2.4969 5.1707
O 0.3006 -2.2105 5.5788
O -1.8417 -1.8915 5.4009
H -0.3513 -4.4583 4.9361
H -0.0790 -3.4314 3.4480
H -1.7323 -4.0646 3.9069
C -0.9418 -5.6152 1.5485
N -2.1181 -6.3843 1.0752
O -2.5511 -7.2167 1.8584
O -2.5084 -6.2312 -0.0884
H -0.5783 -5.9228 2.5179
H -1.1585 -4.5374 1.6006
H -0.2317 -5.7965 0.7524
C -3.3642 -0.6345 2.8431
N -3.9448 -2.0074 2.9423
O -3.3323 -2.9731 2.4011
O -5.0421 -2.1297 3.4886
H -4.1853 0.0075 2.5539
H -2.4439 -0.6259 2.2598
H -2.9968 -0.4591 3.8432
C 1.2638 0.4901 4.6777
N 2.3612 -0.5123 4.7488
O 3.0548 -0.3849 5.7433
O 2.6901 -1.1565 3.7527
H 1.7227 1.4053 5.0638
H 0.5117 0.1507 5.3909
H 0.7528 0.5089 3.7334
C 2.6882 2.9844 -3.0488
N 1.9446 2.7744 -4.3082
O 0.8358 2.2878 -4.3319
O 2.5406 3.0837 -5.3007
H 3.7611 2.8325 -3.2209
H 2.1765 2.3524 -2.3122
H 2.5884 4.0362 -2.7716
C 0.9670 5.6757 1.1543
N 1.2205 4.1925 1.2084
O 0.8087 3.6527 2.1941
O 1.6334 3.6168 0.1979
H 0.4385 5.7861 0.2122
H 1.9278 6.1765 1.2552
H 0.3443 5.9222 2.0133
*
```

frontier orbital gap: 8.8275 eV
electronic energy: -3444.4239 Ha
LUMO energy: -0.031 hartree

[2]
Formula: C30H56B3NO16
Source: the Open Molecules 2025 dataset
Level of theory: the ωB97M-V functional and the def2-TZVPD basis

```
! wB97M-V def2-TZVPD RIJCOSX def2/J DEFGRID3
* xyz 0 1
C -3.8150 -0.4912 -1.0994
C -2.4083 -0.2726 -0.5637
C -1.3011 -0.7448 -1.4975
C -0.0988 -1.3134 -0.7436
C 1.1527 -1.2515 -1.6166
C 2.3593 -2.0865 -1.1527
C 2.4180 -2.4522 0.3307
C 3.0302 -1.3730 1.2518
C 2.7224 0.0743 0.8530
B 2.8045 1.0209 2.1012
O 2.2679 0.6603 3.3280
B 1.4191 1.6247 3.8471
C 0.0700 1.2175 4.5425
C -0.7999 2.4570 4.8541
N -2.1276 2.1657 5.3688
O 1.7721 2.9629 3.6874
B 2.3736 3.1916 2.4676
C 1.9304 4.3618 1.5110
C 0.4621 4.2070 1.1124
C 0.1842 2.8788 0.4465
O 0.1368 5.2658 0.1871
O 3.3685 2.2967 2.0435
H -4.5114 -0.4235 -0.2670
H -4.1108 0.2468 -1.8295
H -3.9488 -1.4792 -1.5318
H -2.3194 0.7886 -0.3491
H -2.3313 -0.7874 0.3930
H -0.9618 0.0649 -2.1411
H -1.7059 -1.5188 -2.1407
H 0.0260 -0.7760 0.1912
H -0.3201 -2.3590 -0.5460
H 0.8542 -1.6132 -2.5971
H 1.4190 -0.2106 -1.7723
H 3.2566 -1.5072 -1.3611
H 2.4780 -2.9919 -1.7346
H 1.4645 -2.7777 0.7336
H 3.0760 -3.3159 0.4107
H 4.1089 -1.4928 1.1926
H 2.7525 -1.5874 2.2775
H 3.4301 0.4593 0.1263
H 1.7136 0.1971 0.4795
H -0.4815 0.5306 3.9041
H 0.2721 0.6751 5.4642
H -0.2562 3.0594 5.5682
H -0.9109 3.0085 3.9274
H -2.6282 1.5246 4.7680
H -2.0792 1.8068 6.3124
H 2.5137 4.2985 0.5969
H 2.0684 5.3463 1.9447
H -0.1922 4.3697 1.9620
H 0.9688 2.6553 -0.2748
H -0.7529 2.9269 -0.0986
H 0.1297 2.0463 1.1453
H 0.3715 4.9416 -0.6968
C 5.1216 -7.7811 0.2994
C 4.2422 -6.7014 -0.2784
C 2.7666 -7.0216 -0.3292
O 2.3241 -6.2137 -1.4278
C 3.3819 -6.0446 -2.2625
O 3.3171 -5.5706 -3.3484
O 4.5233 -6.4882 -1.6745
H 4.9786 -7.8524 1.3774
H 4.8971 -8.7496 -0.1494
H 6.1704 -7.5648 0.0998
H 4.4152 -5.7534 0.2399
H 2.2317 -6.7552 0.5791
H 2.5747 -8.0693 -0.5719
C 7.6963 3.4893 0.4547
C 6.7353 4.5012 -0.1155
C 5.2886 4.0726 -0.1488
O 4.7750 4.8451 -1.2443
C 5.8074 5.0894 -2.0920
O 5.6956 5.5485 -3.1807
O 6.9844 4.7308 -1.5157
H 7.5691 3.4104 1.5340
H 7.5370 2.5060 0.0100
H 8.7249 3.7800 0.2436
H 6.8451 5.4599 0.3998
H 4.7479 4.2970 0.7658
H 5.1674 3.0135 -0.3868
C -8.2717 -3.5461 1.4804
C -6.8092 -3.1899 1.3967
C -5.8640 -4.1574 2.0702
O -4.7544 -3.3101 2.3992
C -5.2363 -2.0497 2.5489
O -4.6161 -1.1363 2.9872
O -6.5223 -1.9807 2.1240
H -8.4941 -4.3954 0.8351
H -8.5548 -3.7983 2.5035
H -8.8863 -2.7019 1.1706
H -6.5187 -3.0235 0.3555
H -5.5429 -4.9720 1.4258
H -6.2736 -4.5653 2.9973
C -5.9531 4.0208 -6.2941
C -5.5382 3.3833 -4.9925
C -4.2026 2.6781 -5.0108
O -4.3725 1.6927 -3.9825
C -5.6981 1.4092 -3.9018
O -6.1618 0.5134 -3.2759
O -6.4145 2.2964 -4.6384
H -5.3533 4.9089 -6.4912
H -5.8339 3.3249 -7.1256
H -7.0029 4.3093 -6.2586
H -5.5792 4.1157 -4.1813
H -3.3628 3.3288 -4.7801
H -4.0152 2.1618 -5.9550
*
```

frontier orbital gap: 9.2000 eV
electronic energy: -2510.2105 Ha
LUMO energy: 0.014 hartree
ΔE to the lowest compared entry with this formula, charge and spin: 0.4842 eV